C4H12N2O2 | ωB97M-V/def2-TZVPD

Gap between HOMO and LUMO (alpha / beta) = 2.755 / 8.816 eV
Total charge = -1
Expectation value of S² = 0.75
Multiplicity = 2
Highest occupied orbital energy (alpha / beta) = 1.01 / -5.25 eV
LUMO (alpha / beta) = 3.8 / 3.6 eV
F_max = 2.5 eV/Å

Last column: Löwdin charge in e.
CARTESIAN COORDINATES (ANGSTROEM)
C 0.83394 2.35493 1.70949  -0.417
N 0.98405 1.26939 0.91585  0.015
C 0.06398 0.14499 0.96312  -0.224
C -0.96959 0.19334 -0.15336  -0.293
N -0.86979 -1.01129 -0.98604  -0.168
C -1.27915 -2.29790 -0.36061  -0.234
O -0.10800 2.53510 2.45883  -0.020
H 1.61977 3.10535 1.54799  0.118
H 1.67660 1.19573 0.17562  0.075
H 0.64016 -0.76912 1.02308  0.097
H -0.58153 0.17762 1.85048  0.110
H -0.79005 1.02585 -0.84314  0.085
H -2.03363 0.35891 0.11493  0.102
H -1.29755 -0.93472 -1.89892  0.035
H -0.46457 -2.96670 -0.65923  0.032
H -1.57091 -2.29279 0.68162  0.064
H -2.15508 -2.64954 -0.93325  0.048
H 1.62753 -0.00213 -1.30103  -0.047
H 2.39030 0.00375 -2.55353  -0.048
O 2.28353 0.55921 -1.75189  -0.331

Cartesian forces (eV/Å) of the 6 atoms listed first:
-0.20 -0.34 -1.10
-0.14 -0.30 0.57
-1.36 0.79 0.87
-0.67 -0.77 -2.30
0.05 -0.11 0.98
-0.03 0.39 -2.43


C3H8Si2 | ωB97M-V/def2-TZVPD

Gap between HOMO and LUMO (alpha / beta) = 5.550 / 6.583 eV
Total charge = 0
Expectation value of S² = 2.01
Multiplicity = 3
Highest occupied orbital energy (alpha / beta) = -5.10 / -9.72 eV
LUMO (alpha / beta) = 0.5 / -3.1 eV
F_max = 3.4 eV/Å

Last column: Löwdin charge in e.
CARTESIAN COORDINATES (ANGSTROEM)
C 0.28022 1.45223 -0.16495  -0.329
C -1.01959 1.19034 -0.30812  -0.328
C 1.37275 0.41868 -0.03281  -0.370
Si -1.57533 -0.60478 -0.06310  0.480
Si 0.57086 -1.32633 -0.11554  0.487
H 0.69879 2.42025 -0.06855  0.077
H -1.81837 1.92727 -0.29121  0.046
H 1.88468 0.60552 -0.98803  0.074
H 2.13796 0.75254 0.79429  0.114
H -1.84496 -0.97611 1.88555  0.004
H -2.84248 -0.59207 -0.82932  -0.089
H 0.83506 -1.95619 -1.45326  -0.072
H 1.52637 -2.14989 0.59237  -0.094

Cartesian forces (eV/Å) of the 6 atoms listed first:
1.49 0.24 0.97
-1.45 -2.42 0.60
-0.07 1.00 0.35
-0.19 3.02 -1.45
1.78 0.25 -1.21
-0.12 1.27 0.00


AlH12O6 | ωB97M-V/def2-TZVPD

Gap between HOMO and LUMO = 11.225 eV
Total charge = +3
Highest occupied orbital energy = -24.70 eV
LUMO = -13.5 eV
F_max = 5.2 eV/Å

Last column: Löwdin charge in e.
CARTESIAN COORDINATES (ANGSTROEM)
Al -0.00433 0.12040 -0.30011  0.628
O -0.01216 -1.33690 1.16995  0.046
H -0.85831 -1.78217 1.12527  0.117
H 0.41753 -1.71455 1.93741  0.155
O -0.65245 0.72218 1.49502  0.068
H -1.44846 1.25363 1.48263  0.148
H -0.31642 0.81402 2.38658  0.163
O 0.44156 1.42675 -1.80251  0.106
H 0.09976 1.59443 -2.68073  0.164
H 1.29348 1.86297 -1.78922  0.151
O 0.73894 -0.52708 -2.07386  0.108
H 1.65125 -0.30283 -2.25723  0.151
H 0.43279 -0.95837 -2.87167  0.163
O 1.40765 0.26473 1.18035  0.077
H 1.96018 -0.29703 1.72384  0.159
H 1.61837 1.15457 1.46322  0.147
O -1.89016 -0.63936 -0.01178  0.127
H -2.26913 -1.03661 -0.79588  0.157
H -2.61008 -0.61877 0.61871  0.166

Cartesian forces (eV/Å) of the 6 atoms listed first:
0.53 -1.32 2.27
-0.61 -3.19 -1.28
-0.11 -0.77 0.14
0.75 -0.44 0.21
-3.00 3.22 -1.10
-0.78 0.76 0.35


C26H60FN3O8P | ωB97M-V/def2-TZVPD

Gap between HOMO and LUMO = 6.617 eV
Total charge = +1
Highest occupied orbital energy = -9.66 eV
LUMO = -3.0 eV
F_max = 0.6 eV/Å

Last column: Löwdin charge in e.
CARTESIAN COORDINATES (ANGSTROEM)
C -1.86190 1.91354 -1.69645  -0.066
C -0.62381 2.50245 -2.34149  -0.272
O -0.97812 3.32778 -3.44284  -0.138
C -0.28482 3.06065 -4.63639  -0.221
C -0.86932 1.84688 -5.35655  -0.196
C -0.52956 1.75177 -6.84435  -0.179
C -1.40284 0.72990 -7.60025  -0.180
C -0.74789 -0.62237 -7.92820  -0.123
C -0.41555 -1.56324 -6.75315  -0.243
C 0.93777 -1.33818 -6.10328  -0.126
C 1.17732 -2.39110 -5.02537  -0.126
C 0.14371 -2.16991 -3.91927  -0.303
C 0.39657 -2.96083 -2.62970  -0.128
C 1.54125 -2.31476 -1.86875  -0.201
F 1.70949 -2.93086 -0.64496  -0.026
C -1.29372 -2.33439 -4.44260  -0.207
P -1.94327 -4.04728 -4.59591  0.446
O -2.25861 -4.57693 -3.27511  -0.215
O -0.91415 -4.87550 -5.46940  -0.086
O -3.15669 -3.87647 -5.62494  -0.099
N -1.51555 -1.52901 -5.71764  0.115
H -2.49830 2.69451 -1.28158  0.084
H -1.56476 1.27082 -0.86525  0.067
H -2.45319 1.32427 -2.40171  0.065
H 0.06881 1.70474 -2.64325  0.104
H -0.08150 3.10678 -1.60771  0.126
H 0.78045 2.90114 -4.42141  0.132
H -0.35118 3.94757 -5.26933  0.132
H -1.95795 1.90207 -5.22492  0.128
H -0.53054 0.95686 -4.81162  0.077
H -0.66678 2.74189 -7.28198  0.120
H 0.52491 1.49413 -6.98282  0.116
H -2.32660 0.59411 -7.02286  0.102
H -1.73208 1.16334 -8.54411  0.120
H 0.21348 -0.42979 -8.40987  0.127
H -1.34949 -1.14711 -8.67308  0.123
H -0.41195 -2.58698 -7.13900  0.158
H 0.99441 -0.35913 -5.62479  0.113
H 1.70922 -1.36732 -6.87257  0.139
H 1.03502 -3.38235 -5.46180  0.115
H 2.18757 -2.31852 -4.62739  0.126
H 0.22266 -1.10636 -3.64552  0.135
H 0.64064 -4.00062 -2.86193  0.128
H -0.49536 -2.95056 -2.00086  0.127
H 2.48183 -2.36276 -2.42392  0.125
H 1.32647 -1.25368 -1.69992  0.110
H -1.96006 -1.90201 -3.68894  0.150
H -0.48127 -5.52967 -4.89372  0.118
H -3.92865 -3.48074 -5.18666  0.115
H -1.74253 -0.56368 -5.46922  0.138
H -2.34979 -1.91531 -6.17018  0.157
C 4.97415 1.01293 4.73559  -0.109
O 4.48090 -0.26123 4.37307  -0.190
C 3.20252 -0.57805 4.90642  -0.206
C 2.14704 -0.60610 3.82166  -0.206
N 1.88428 0.73127 3.31026  -0.061
C 1.05805 0.78844 2.11364  -0.192
C 1.56129 0.09898 0.85125  -0.241
O 2.68656 0.70387 0.24331  -0.187
C 3.94147 0.35306 0.80415  -0.088
H 6.02047 1.04927 4.43797  0.089
H 4.44017 1.82913 4.23470  0.078
H 4.91070 1.17185 5.81566  0.092
H 2.92852 0.12504 5.69945  0.118
H 3.26907 -1.57531 5.34873  0.126
H 1.22131 -1.01227 4.24356  0.121
H 2.48942 -1.30175 3.04333  0.107
H 2.76406 1.19486 3.12300  0.078
H 0.90728 1.84497 1.87350  0.123
H 0.07165 0.37619 2.35714  0.121
H 0.76172 0.17684 0.10667  0.100
H 1.74523 -0.97043 1.00537  0.102
H 3.94584 -0.68043 1.16070  0.092
H 4.22308 1.01302 1.62801  0.076
H 4.68947 0.45872 0.01902  0.088
C -3.10595 -0.82609 5.46420  -0.121
O -3.33990 0.55824 5.59753  -0.195
C -3.95255 0.94541 6.82307  -0.214
C -2.98790 1.68413 7.72426  -0.219
N -1.95931 0.79484 8.24048  -0.052
C -0.85936 1.45119 8.93856  -0.199
C -0.00975 2.46140 8.17564  -0.229
O 0.78928 1.90319 7.15075  -0.184
C 0.13203 1.68854 5.91307  -0.099
H -2.82684 -1.00729 4.42681  0.083
H -2.29413 -1.18094 6.10944  0.078
H -4.00540 -1.40747 5.69000  0.088
H -4.36736 0.07188 7.33533  0.122
H -4.77901 1.61542 6.57300  0.122
H -3.54981 2.10212 8.56547  0.125
H -2.57853 2.52646 7.14938  0.105
H -1.58183 0.25170 7.47561  0.067
H -0.19096 0.66472 9.29714  0.120
H -1.26507 1.94943 9.82552  0.118
H 0.68889 2.89900 8.89295  0.121
H -0.60972 3.28804 7.77451  0.111
H -0.62235 2.45740 5.71977  0.090
H -0.34619 0.70273 5.87970  0.072
H 0.88366 1.71533 5.12625  0.060

Cartesian forces (eV/Å) of the 6 atoms listed first:
0.07 -0.04 0.16
0.04 0.00 0.21
-0.04 -0.01 -0.03
0.29 -0.07 0.06
-0.13 0.02 0.04
0.05 -0.17 0.12


C4H6N2 | ωB97M-V/def2-TZVPD

Gap between HOMO and LUMO = 10.009 eV
Total charge = 0
Highest occupied orbital energy = -8.99 eV
LUMO = 1.0 eV
F_max = 3.3 eV/Å
SMILES = Cc1cn[nH]c1

Last column: Löwdin charge in e.
CARTESIAN COORDINATES (ANGSTROEM)
C 0.25632 1.86253 0.33435  -0.098
C 0.07774 0.45467 -0.22861  -0.175
C -0.31280 -0.82264 1.10841  -0.045
N -0.43458 -1.92665 0.51565  -0.145
N -0.36635 -1.94693 -0.80951  -0.042
C 0.08386 -0.32354 -1.30387  0.010
H 0.79309 1.76058 1.28583  0.068
H 0.79805 2.61369 -0.25958  0.071
H -0.72394 2.29576 0.57526  0.075
H -0.59999 -0.83469 2.19653  0.095
H 0.25188 -2.75292 -1.02503  0.108
H 0.17672 -0.37985 -2.38941  0.079

Cartesian forces (eV/Å) of the 6 atoms listed first:
-0.09 -0.41 -0.15
-0.73 -2.49 2.04
0.04 1.37 -1.81
-0.21 -0.05 0.68
1.32 2.52 -0.72
-0.59 -2.78 1.68